The following is a quantum chemistry calculation of C4H4S2 in the gas phase at a distorted geometry, from the OMol25 dataset.

For the energy above the lowest of the compared OMol25 structures with the same formula, charge and spin, the calculation gives 4.333 eV. The energy is -951.01327 a.u.

Each line ends with the Löwdin charge.
CARTESIAN COORDINATES (ANGSTROEM)
1 C 0.452 0.150 -0.199  -0.7684
2 C 1.497 1.215 -0.219  -0.4252
3 C -0.816 0.298 0.622  -0.1688
4 C -1.018 -0.466 -0.625  -0.0640
5 S 1.587 -1.323 0.027  0.4771
6 S 2.880 0.243 0.106  0.5410
7 H -0.806 -0.022 1.745  0.1552
8 H -1.107 1.331 0.487  0.1036
9 H -1.518 0.051 -1.390  0.0875
10 H -1.152 -1.476 -0.553  0.0621

---

The following is a quantum chemistry calculation of C4H4S2 in the gas phase at a distorted geometry, from the OMol25 dataset.

For the energy above the lowest of the compared OMol25 structures with the same formula, charge and spin, the calculation gives 1.957 eV. The energy is -951.10057 a.u. The SMILES is C#CCC(=S)S.

Each line ends with the Löwdin charge.
CARTESIAN COORDINATES (ANGSTROEM)
1 C 2.388 -0.024 -0.181  0.1334
2 C 1.273 -0.440 -0.034  -0.2086
3 C -0.070 -0.862 0.129  -0.3318
4 C -1.185 0.167 -0.012  -1.1503
5 S -2.790 -0.298 -0.126  0.6015
6 S -0.596 1.815 -0.005  0.8028
7 H 3.380 0.288 -0.325  0.0261
8 H -0.264 -1.643 -0.588  0.1125
9 H -0.290 -1.277 1.139  0.1392
10 H -1.846 2.275 0.003  -0.1247

---

E_HOMO: -8.4 -8.9 (eV)